A) The following is a quantum chemistry calculation of an isolated molecule of C6H13N, from the Open Molecules 2025 dataset.

Element x y z (Å)
C  -0.61  -1.29  2.18
N  0.10  -0.84  0.99
C  -0.77  -0.01  0.14
C  0.00  0.42  -1.19
C  1.37  -0.17  -1.43
C  2.08  -0.05  -2.55
C  -1.09  1.33  0.75
H  -0.94  -2.34  2.07
H  -0.04  -1.28  3.10
H  -1.55  -0.75  2.30
H  0.85  -0.21  1.28
H  -1.58  -0.65  -0.26
H  -0.65  -0.04  -1.95
H  0.00  1.46  -1.53
H  1.65  -0.95  -0.74
H  2.94  -0.63  -2.82
H  1.86  0.78  -3.22
H  -1.72  1.87  0.04
H  -0.25  1.96  1.12
H  -1.63  1.37  1.73

structure (SMILES)	C=CC[C@H](C)NC

***

B) The following is a quantum chemistry calculation of an isolated molecule of C6H13N, from the Open Molecules 2025 dataset.

Element x y z (Å)
C  -1.82  2.47  -0.26
C  -0.56  1.64  -0.04
C  -0.75  0.23  -0.57
N  0.44  -0.61  -0.35
C  0.35  -2.07  -0.52
C  0.52  -1.55  0.86
C  1.95  -1.65  1.33
H  -2.68  2.03  0.25
H  -2.07  2.54  -1.33
H  -1.70  3.49  0.12
H  0.29  2.12  -0.54
H  -0.32  1.58  1.03
H  -0.98  0.24  -1.64
H  -1.55  -0.28  -0.03
H  1.19  -2.46  -1.12
H  -0.62  -2.42  -0.87
H  1.30  -0.21  -0.74
H  2.09  -2.63  1.80
H  2.72  -1.57  0.53
H  2.19  -0.90  2.09

***

Least stable of them? B).

***

A) The following is a quantum chemistry calculation of an isolated molecule of C6H13N, from the Open Molecules 2025 dataset.

Element x y z (Å)
C  -0.13  -2.41  1.03
N  0.29  -1.03  0.65
C  -0.46  -0.10  -0.20
C  0.38  1.08  -0.91
C  1.44  1.62  0.02
C  1.14  2.77  0.76
C  -1.43  -0.86  -1.21
H  0.21  -3.09  0.20
H  -1.16  -2.51  1.43
H  0.57  -2.81  1.78
H  0.41  -0.43  1.48
H  -1.13  0.57  0.55
H  -0.44  1.98  -1.08
H  0.68  0.94  -2.05
H  2.40  1.19  -0.16
H  1.86  3.06  1.65
H  0.23  3.17  0.60
H  -0.85  -1.24  -2.06
H  -1.95  -1.72  -0.77
H  -2.05  -0.19  -1.71

structure (SMILES)	C=CC[C@@H](C)NC

***

B) The following is a quantum chemistry calculation of an isolated molecule of C6H13N, from the Open Molecules 2025 dataset.

Element x y z (Å)
C  2.91  -0.44  -0.11
C  1.42  -0.76  -0.20
C  0.58  0.46  -0.59
N  -0.88  0.19  -0.62
C  -1.74  1.35  -0.80
C  -1.22  -0.80  0.17
C  -2.16  -0.76  1.31
H  3.11  0.33  0.64
H  3.31  -0.08  -1.07
H  3.47  -1.33  0.17
H  1.23  -1.56  -0.91
H  1.06  -1.14  0.76
H  0.94  0.91  -1.52
H  0.68  1.23  0.19
H  -2.51  1.15  -1.56
H  -1.16  2.22  -1.10
H  -2.18  1.54  0.18
H  -2.92  -0.01  1.58
H  -2.57  -1.76  1.38
H  -1.38  -0.72  2.09

***

C) The following is a quantum chemistry calculation of an isolated molecule of C6H13N, from the Open Molecules 2025 dataset.

Element x y z (Å)
C  -1.37  1.72  0.37
C  -0.65  0.40  0.54
N  -0.90  -0.55  -0.49
C  -1.21  -1.93  -0.03
C  0.57  0.10  -0.19
C  1.61  -0.91  0.25
C  1.26  1.19  -0.99
H  -2.39  1.62  0.73
H  -0.86  2.50  0.94
H  -1.41  2.01  -0.69
H  -0.67  0.02  1.56
H  -0.56  -2.64  -0.53
H  -1.12  -2.09  1.06
H  -2.25  -2.22  -0.29
H  2.63  -0.52  0.40
H  1.31  -1.46  1.14
H  1.68  -1.62  -0.59
H  0.64  2.00  -1.39
H  2.00  0.84  -1.76
H  1.69  1.53  -0.04

structure (SMILES)	C[C@H]1N(C)C1(C)C

***

D) The following is a quantum chemistry calculation of an isolated molecule of C6H13N, from the Open Molecules 2025 dataset.

Element x y z (Å)
C  -0.69  -0.42  -0.41
C  1.25  -0.65  1.32
C  -1.31  0.66  -1.30
C  -1.72  -0.90  0.63
C  1.77  0.42  -0.75
C  0.56  0.13  0.29
N  0.39  1.16  1.20
H  -0.38  -1.28  -1.01
H  1.25  1.65  1.46
H  2.13  -1.23  1.06
H  1.03  -0.77  2.37
H  -2.26  0.31  -1.70
H  -1.47  1.57  -0.73
H  -1.32  -1.70  1.24
H  -2.61  -1.27  0.13
H  -2.00  -0.07  1.28
H  -0.67  0.90  -2.15
H  2.01  -0.49  -1.29
H  1.39  1.21  -1.40
H  2.66  0.79  -0.25

***

Least stable of them? D).

***

A) The following is a quantum chemistry calculation of a cluster of 2 separate species, C10H13N2 in total, from the Open Molecules 2025 dataset.

Element x y z (Å)
C  -0.95  -2.65  -2.44
C  -0.67  2.13  -2.25
C  -1.06  2.34  -0.95
C  0.35  1.23  -2.49
C  -0.48  1.75  0.11
C  1.00  0.68  -1.41
C  0.62  0.88  -0.08
C  0.12  -0.72  3.25
C  1.35  0.18  1.00
C  0.30  -1.12  1.80
N  -0.54  -2.42  -1.40
N  -0.29  -1.97  1.04
H  -1.25  -2.88  -3.38
H  -0.98  2.77  -3.04
H  -2.00  2.84  -0.75
H  0.52  1.03  -3.47
H  -0.75  2.02  1.16
H  1.83  -0.04  -1.64
H  -0.70  0.04  3.12
H  -0.08  -1.56  3.95
H  1.10  -0.20  3.65
H  1.38  0.86  1.87
H  2.30  -0.43  0.78
H  -0.85  -2.66  1.56
H  -0.26  -2.10  0.00

net charge	+1

***

B) The following is a quantum chemistry calculation of the ion C10H13N2 with charge +1, from the Open Molecules 2025 dataset.

Element x y z (Å)
C  -2.91  1.19  -0.84
C  -3.89  0.57  -0.04
C  -2.60  -1.16  0.56
C  -1.58  -0.82  -0.38
C  -1.76  0.37  -1.01
C  -0.37  -1.53  -0.28
C  0.82  -0.91  -0.18
C  2.11  -1.59  -0.54
C  0.15  0.94  1.33
C  1.97  1.16  -0.37
N  -3.71  -0.52  0.65
N  0.95  0.52  0.14
H  -3.12  2.00  -1.48
H  -4.67  1.19  0.39
H  -2.56  -2.14  1.02
H  -0.25  -2.60  -0.40
H  2.73  -1.09  -1.41
H  1.91  -2.60  -0.72
H  2.82  -1.48  0.20
H  -0.34  0.12  1.90
H  0.85  1.54  1.83
H  -0.70  1.69  1.20
H  2.12  2.23  -0.14
H  2.43  0.91  -1.31
H  -1.00  0.58  -1.79

structure (SMILES)	C=[N+](C)/C(C)=C\c1cccnc1
net charge	+1

***

C) The following is a quantum chemistry calculation of the ion C10H13N2 with charge +1, from the Open Molecules 2025 dataset.

Element x y z (Å)
C  1.54  3.34  1.33
C  2.37  2.29  1.11
C  0.16  3.30  1.02
C  1.80  1.02  0.88
C  -0.33  2.08  0.72
C  0.44  0.95  0.66
C  -1.79  1.79  0.31
C  0.01  -1.53  0.25
C  0.41  -2.38  -1.27
C  -0.43  -0.15  0.48
N  -0.62  -2.72  -2.11
N  -1.67  0.32  0.32
H  1.94  4.30  1.58
H  3.44  2.32  1.33
H  -0.36  4.18  1.38
H  2.42  0.15  0.99
H  -2.62  2.04  1.00
H  -2.00  2.10  -0.76
H  1.08  -1.61  0.54
H  -0.67  -2.26  0.80
H  1.00  -3.17  -0.85
H  1.05  -1.65  -1.84
H  -1.34  -3.31  -1.85
H  -2.54  -0.13  0.30
H  -1.01  -1.80  -2.55

structure (SMILES)	NCCC1=[NH+]Cc2ccccc21
net charge	+1

***

Least stable of them? B).

***

A) The following is a quantum chemistry calculation of an isolated molecule of C2H7NOS2, from the Open Molecules 2025 dataset.

Element x y z (Å)
C  1.74  -0.26  0.82
C  -2.23  -0.10  0.20
N  2.01  1.05  0.42
O  -1.01  1.00  -1.83
S  0.46  -1.13  -0.32
S  -0.70  0.64  -0.47
H  1.37  -0.19  1.82
H  1.46  1.69  0.88
H  2.62  -0.83  0.83
H  -2.76  -0.54  -0.64
H  -1.99  -0.78  1.01
H  -2.81  0.78  0.50
H  2.40  1.31  -0.57

***

B) The following is a quantum chemistry calculation of a cluster of 2 separate species, C2H7NOS2 in total, from the Open Molecules 2025 dataset.

Element x y z (Å)
S  -0.97  -1.07  2.67
S  0.98  -0.72  2.06
H  -0.80  -2.33  3.10
H  1.38  -0.04  3.15
C  0.80  -0.18  -1.57
C  -0.09  1.02  -1.36
N  -1.32  0.75  -0.78
O  0.18  2.15  -1.71
H  0.24  -1.09  -1.44
H  1.60  -0.10  -0.84
H  1.18  -0.09  -2.59
H  -1.32  0.09  -0.02
H  -1.87  1.59  -0.67

structure (SMILES)	CC(N)=O.SS

***

C) The following is a quantum chemistry calculation of a cluster of 2 separate species, C2H7NOS2 in total, from the Open Molecules 2025 dataset.

Element x y z (Å)
C  2.74  -0.19  -1.89
C  2.10  -0.44  -0.51
N  -2.84  1.52  0.78
O  1.65  0.64  0.23
S  -4.41  1.00  0.93
S  0.94  1.89  -0.47
H  2.48  -1.01  -2.62
H  2.24  0.66  -2.39
H  3.76  0.00  -1.67
H  2.95  -0.77  0.03
H  1.31  -1.15  -0.59
H  -2.33  1.36  1.65
H  -2.29  1.34  -0.01

***

Least stable of them? C).